[1]
# C9H19ClNO3

A cluster of 3 separate species, C9H19ClNO3 in total in a non-equilibrium geometry (wB97M-V/def2-TZVPD, OMol25).

```
33
C9H19ClNO3 | OMol25 | wB97M-V/def2-TZVPD
Cl 0.01936 1.32167 -2.19016
C 2.00273 1.62818 1.67807
C 0.76916 1.34140 0.82243
C -0.25456 0.37791 1.49501
N -1.06635 -0.29785 0.37417
C -2.02820 0.71452 -0.31875
C -0.19470 -1.09577 -0.62421
C -1.04615 -2.27287 -1.07534
C -2.19967 -2.35025 -0.06829
C -1.85649 -1.34841 1.05480
H 2.30031 0.75973 2.26573
H 1.87774 2.42681 2.40928
H 2.87259 1.84555 1.05823
H 1.34448 0.85629 0.03390
H 0.34660 2.28697 0.48266
H -0.96419 0.92024 2.11983
H 0.27151 -0.40426 2.04234
H -2.71156 1.06292 0.45566
H -2.54936 0.21421 -1.13496
H -1.43248 1.52230 -0.74384
H 0.16312 -0.40902 -1.39131
H 0.65476 -1.40852 -0.01699
H -1.48140 -1.98003 -2.03080
H -0.37739 -3.11896 -1.23342
H -3.15939 -2.11142 -0.52655
H -2.48528 -3.35501 0.24312
H -2.77062 -0.82447 1.33402
H -1.40359 -1.76880 1.95272
O 2.37734 1.33174 -0.90237
C 3.40114 1.10911 -1.71927
O 3.15900 0.67812 -2.86211
O 4.55794 1.36467 -1.34895
H 1.86358 0.98330 -1.63465
```

## Properties
- charge = -1
- energy relative to the best compared isomer or geometry (same formula, charge and spin) (kcal per mole) = 21.3
- orbital gap (eV) = 5.6

[2]
# C5H7N

The molecule C5H7N (wB97M-V/def2-TZVPD, OMol25).

```
13
C5H7N | OMol25 | wB97M-V/def2-TZVPD
C 3.06907 -0.00666 -0.21694
C 2.02695 0.55844 -0.42348
C 0.70735 1.18394 -0.59336
N -0.18843 0.57050 0.37621
C -1.11302 -0.16844 -0.07190
C -1.93784 -1.00281 0.85743
H 3.99138 -0.50701 -0.02026
H 0.78506 2.25737 -0.38607
H 0.36639 1.06620 -1.63653
H -1.30564 -0.27198 -1.15350
H -1.55604 -0.87638 1.87278
H -3.00193 -0.74659 0.82642
H -1.84330 -2.05658 0.56920
```

## Properties
- charge = 0
- SMILES = C#CC/N=C/C
- energy relative to the best compared isomer or geometry (same formula, charge and spin) (kcal per mole) = 58.0
- orbital gap (eV) = 11.0

[3]
# C9H18BBeN2O2

A structure of composition C9H18BBeN2O2 in a non-equilibrium geometry (wB97M-V/def2-TZVPD, OMol25).

```
33
C9H18BBeN2O2 | OMol25 | wB97M-V/def2-TZVPD
C -2.10947 -1.88891 2.24635
C -1.01780 -1.56222 1.38629
C 0.07534 -1.41391 0.16583
O 1.52165 -1.39947 0.56159
B 2.15048 -1.03711 -0.75745
C 3.78579 -1.14236 -0.90492
O 1.46857 0.25161 -1.04854
C 0.02311 -0.04230 -0.77676
C -0.61409 -0.20159 -2.31005
N -1.29318 -1.54271 -2.51324
C -0.79605 1.26785 -0.21862
C -0.05248 2.01343 1.07257
C -1.04152 1.97485 2.41230
N -0.13300 1.91632 3.64556
H -3.17186 -2.13243 2.73306
H 0.04113 -2.45145 -0.42380
H 1.77554 -1.71292 -1.67379
H 4.39578 -0.61863 -0.05325
H 4.06722 -0.63162 -1.94189
H 4.16905 -2.26833 -0.99114
H -1.43162 0.62279 -2.54648
H 0.28463 0.00594 -3.04125
H -1.85912 -1.49526 -3.40813
H -1.99779 -1.64211 -1.72155
H -1.93426 1.01249 0.03420
H -0.83362 2.10736 -1.06671
H 0.07112 3.17387 0.82473
H 1.02771 1.61436 1.27927
H -1.74715 1.01202 2.39989
H -1.67538 2.98310 2.47077
H 0.54865 1.15705 3.42480
H -0.66694 1.63645 4.50118
Be -3.03045 0.43384 -3.76085
```

## Properties
- charge = +1
- energy relative to the best compared isomer or geometry (same formula, charge and spin) (kcal per mole) = 62.0
- orbital gap (eV) = 2.6

[4]
# C49H45BBrF48IN3O10P

A cluster of 7 separate species, C49H45BBrF48IN3O10P in total in a non-equilibrium geometry (wB97M-V/def2-TZVPD, OMol25).

```
159
C49H45BBrF48IN3O10P | OMol25 | wB97M-V/def2-TZVPD
C 6.17855 0.15305 -3.50999
N 4.95984 -0.38514 -2.91991
C 5.06531 -1.74255 -2.42356
C 4.10352 -1.98141 -1.31686
N 2.87076 -2.17194 -1.66906
C 1.99171 -2.45206 -0.69145
C 0.65164 -2.73215 -1.04821
O 0.31618 -2.62922 -2.36790
C -0.28498 -3.10343 -0.09988
C -1.67954 -3.38789 -0.54049
C -2.72117 -2.40687 -0.01286
C -3.75972 -2.02119 -1.03143
C -3.51034 -2.05142 -2.41667
C -4.50098 -1.66508 -3.34089
C -5.76169 -1.23657 -2.90699
C -6.03257 -1.20778 -1.52761
C -5.03657 -1.60337 -0.59625
C 0.10716 -3.19495 1.28531
B -0.96728 -3.65783 2.37393
O -1.65590 -4.82624 2.18446
O -1.23587 -2.91959 3.47095
C -1.40576 -3.61195 4.70906
C 1.42871 -2.88758 1.63676
I 2.12603 -3.01242 3.59146
C 2.39398 -2.51465 0.65558
N 3.67640 -2.24645 1.01315
C 4.49534 -2.00112 0.05143
P 6.20168 -1.71979 0.63220
O 6.88087 -0.59682 -0.31430
Br 7.13855 -3.73778 0.23556
H 6.55950 0.98388 -2.93501
H 6.00145 0.48498 -4.52124
H 6.95061 -0.60599 -3.55287
H 4.59386 0.23101 -2.21710
H 4.77185 -2.42998 -3.21192
H 6.07795 -2.01524 -2.14705
H 0.94138 -3.13354 -2.88562
H -1.70569 -3.46023 -1.61026
H -1.95406 -4.36057 -0.17483
H -2.26393 -1.50747 0.38279
H -3.24432 -2.88126 0.80398
H -2.55730 -2.37001 -2.79325
H -4.29367 -1.69123 -4.39246
H -6.51929 -0.91857 -3.58993
H -6.98145 -0.87256 -1.15918
H -5.25688 -1.58216 0.45501
H -1.20167 -5.37195 1.54340
H -2.43407 -3.90732 4.83440
H -0.77242 -4.48009 4.76844
H -1.11635 -2.93425 5.49336
H 7.83475 -0.71688 -0.32606
F 2.36038 3.75533 3.40302
C 1.11814 3.73577 3.92298
F 1.22710 3.54315 5.25850
C 0.27241 2.59879 3.34064
F 0.81340 1.41897 3.68776
F -0.93229 2.70693 3.96850
C -0.02448 2.60888 1.83129
O 0.77522 1.76768 1.00538
C 1.97743 2.15936 0.49444
F 2.22201 3.46466 0.69782
F 1.95772 1.95543 -0.84218
C 3.11990 1.29982 1.04467
F 3.17615 1.39993 2.38610
F 4.30853 1.75364 0.56180
H 0.63364 4.69998 3.74574
H -1.02085 2.19578 1.73568
H -0.08724 3.62401 1.44004
H 3.03154 0.24457 0.78461
F 6.82900 -10.33864 -1.43401
C 7.75649 -11.11773 -0.84020
F 7.13887 -11.89491 0.07794
C 8.80554 -10.26735 -0.12251
F 8.22619 -9.58657 0.88620
F 9.66981 -11.16665 0.43095
C 9.66590 -9.32093 -0.96727
O 9.30283 -7.96242 -0.99768
C 8.40611 -7.46436 -1.88862
F 8.05189 -8.36328 -2.82492
F 8.99825 -6.43089 -2.52687
C 7.18435 -6.88046 -1.17959
F 6.56096 -7.83239 -0.45624
F 6.32058 -6.41901 -2.11039
H 8.22956 -11.76150 -1.58677
H 10.63283 -9.32118 -0.46908
H 9.83524 -9.71999 -1.96768
H 7.48124 -6.05834 -0.52051
F -6.31775 2.27242 0.93235
C -7.25818 3.16748 0.57044
F -8.29994 2.49734 0.02416
C -6.71392 4.14087 -0.47514
F -6.42285 3.47390 -1.60605
F -7.75601 4.98024 -0.75764
C -5.54128 5.04359 -0.07970
O -4.24542 4.65765 -0.49584
C -3.46876 3.81625 0.22305
F -3.98819 3.53334 1.43048
F -2.28127 4.44176 0.43952
C -3.12961 2.53698 -0.55046
F -4.24209 1.86604 -0.87255
F -2.36574 1.76502 0.26872
H -7.61030 3.70863 1.45294
H -5.71584 5.96792 -0.61892
H -5.56961 5.29030 0.97656
H -2.57590 2.76716 -1.46264
F 7.23133 0.02895 6.34944
C 5.89471 -0.15560 6.29508
F 5.42545 -0.25269 7.56112
C 5.55544 -1.44702 5.55353
F 6.02593 -2.50860 6.24261
F 4.19413 -1.51734 5.56113
C 5.95449 -1.55674 4.07706
O 7.12794 -2.27387 3.76747
C 8.35051 -1.69712 3.74388
F 8.30492 -0.35992 3.87715
F 8.90848 -1.96049 2.53475
C 9.28273 -2.32699 4.78129
F 8.77509 -2.17150 6.01780
F 10.47951 -1.69957 4.72048
H 5.42234 0.70139 5.80768
H 5.15975 -2.14740 3.62349
H 5.92886 -0.58750 3.57967
H 9.41136 -3.39027 4.56996
F -5.71730 10.32549 4.80999
C -4.48112 10.85194 4.94322
F -4.59485 12.08430 5.48363
C -3.80139 10.98613 3.57981
F -4.47851 11.86870 2.81820
F -2.57717 11.52314 3.84438
C -3.53534 9.70549 2.78106
O -4.44142 9.38605 1.74917
C -5.57129 8.67287 1.96040
F -5.63448 8.15687 3.19881
F -5.55428 7.61936 1.09586
C -6.82609 9.47868 1.61907
F -6.88959 10.57833 2.38857
F -7.90445 8.70297 1.86888
H -3.88363 10.22574 5.61138
H -2.60324 9.90160 2.25640
H -3.34633 8.85497 3.43622
H -6.81140 9.76700 0.56622
F -6.57688 1.85518 -7.06748
C -7.13477 1.50885 -5.88661
F -6.14577 1.19362 -5.02443
C -8.04509 0.29164 -6.04523
F -7.30960 -0.78107 -6.40528
F -8.53538 0.05139 -4.79457
C -9.26795 0.42065 -6.95955
O -9.16462 -0.10288 -8.26166
C -8.67629 0.61958 -9.30317
F -8.47315 1.91095 -8.98970
F -9.59696 0.58386 -10.29119
C -7.41004 -0.01922 -9.87919
F -6.45337 -0.08836 -8.93447
F -6.96553 0.75460 -10.89328
H -7.69252 2.35968 -5.48456
H -10.02413 -0.20227 -6.48682
H -9.66231 1.43720 -6.95863
H -7.63259 -1.02218 -10.24797
```

## Properties
- charge = 0
- SMILES = CNCc1nc2c(O)c(CCc3ccccc3)c(B(O)OC)c(I)c2nc1P(O)Br.FC(F)C(F)(F)COC(F)(F)C(F)F.FC(F)C(F)(F)COC(F)(F)C(F)F.FC(F)C(F)(F)COC(F)(F)C(F)F.FC(F)C(F)(F)COC(F)(F)C(F)F.FC(F)C(F)(F)COC(F)(F)C(F)F.FC(F)C(F)(F)COC(F)(F)C(F)F
- orbital gap (eV) = 7.6

[5]
# C5H6ClN

A cluster of 2 separate species, C5H6ClN in total in a non-equilibrium geometry (wB97M-V/def2-TZVPD, OMol25).

```
13
C5H6ClN | OMol25 | wB97M-V/def2-TZVPD
C -0.86152 -1.92587 -0.30527
C -0.63453 0.09717 1.15276
C -0.42862 -0.74656 0.19850
C 0.08685 1.38940 1.45410
C 0.79351 -0.25239 -2.00388
N -1.26900 -2.85674 -0.85388
Cl 2.46122 -0.07756 -1.92278
H -1.34840 -0.25042 2.01417
H -0.58975 2.10622 1.21675
H 1.03708 1.54889 0.99518
H 0.40892 1.48234 2.41889
H 0.22794 -1.08526 -2.27081
H 0.11632 0.57078 -2.09375
```

## Properties
- charge = 0
- energy relative to the best compared isomer or geometry (same formula, charge and spin) (kcal per mole) = 116.5
- orbital gap (spin up / spin down) (eV) = 8.6 / 7.7

[6]
# C5H8O

The molecule C5H8O (wB97M-V/def2-TZVPD, OMol25).

```
14
C5H8O | OMol25 | wB97M-V/def2-TZVPD
C 1.82846 0.23932 0.64941
O 1.68718 1.49990 0.36977
C 0.39838 -0.28825 0.15927
C -0.85807 -0.31001 0.80431
C -1.63687 0.11884 -0.40061
C -0.27681 0.09855 -1.16215
H 1.88749 -0.06867 1.72369
H 2.59943 -0.34921 0.09756
H -1.12544 -0.57066 1.82721
H 0.09421 -1.41409 0.39410
H -2.03454 1.13417 -0.26463
H -2.44319 -0.53583 -0.74247
H 0.07494 1.07697 -1.48343
H -0.19517 -0.63101 -1.97201
```

## Properties
- charge = 0
- energy relative to the best compared isomer or geometry (same formula, charge and spin) (kcal per mole) = 130.5
- orbital gap (spin up / spin down) (eV) = 7.2 / 7.2

[7]
# HN3OS

A cluster of 2 separate species, HN3OS in total in a non-equilibrium geometry (wB97M-V/def2-TZVPD, OMol25).

```
6
HN3OS | OMol25 | wB97M-V/def2-TZVPD
N 0.01188 -1.18568 0.04119
N -0.70554 -1.28604 0.90536
S -1.62885 -1.37491 2.07816
N 0.35190 1.15929 -0.81491
O 0.70470 1.45448 -1.93894
H 1.26591 1.23286 -0.27085
```

## Properties
- charge = 0
- SMILES = N#[N+][S-].N=O
- energy relative to the best compared isomer or geometry (same formula, charge and spin) (kcal per mole) = 7.1
- orbital gap (spin up / spin down) (eV) = 9.2 / 9.2

[8]
# C40H45N6O3PtS2Te

A structure of composition C40H45N6O3PtS2Te in a non-equilibrium geometry (wB97M-V/def2-TZVPD, OMol25).

```
98
C40H45N6O3PtS2Te | OMol25 | wB97M-V/def2-TZVPD
Pt 10.98518 12.34093 9.45262
N 6.59134 12.52632 9.19242
C 7.86239 12.30151 9.12316
S 8.98977 13.66968 9.10449
N 8.31980 11.07310 9.15428
N 9.61761 11.02190 8.70616
C 9.91501 9.99034 7.89142
C 11.17292 9.86550 7.16613
C 11.54082 8.60028 6.60327
C 12.76238 8.37836 6.08426
C 13.66315 9.44458 6.03333
C 13.26838 10.71988 6.35115
C 12.08923 10.99276 7.06481
O 11.78773 12.18086 7.55013
H 6.30090 13.45707 9.40996
H 5.94706 11.77449 9.12983
H 9.11973 9.25320 7.93851
H 10.79252 7.83385 6.53102
H 13.00889 7.35568 5.78699
H 14.67898 9.23754 5.66109
H 13.94869 11.56141 6.17019
C 21.86339 13.68506 5.93982
C 20.78565 13.51027 6.97093
C 20.34897 14.60828 7.74960
C 19.34717 14.47089 8.68662
C 18.88606 15.70422 9.46322
C 18.87075 13.17190 9.01727
Te 17.17669 13.08572 10.36977
N 12.43118 11.01920 9.79249
C 12.75291 10.44903 10.84499
O 12.09763 10.62840 12.03448
C 13.89961 9.51676 11.01322
C 14.61516 9.05705 9.91386
C 15.38580 7.93734 10.05669
C 15.61794 7.37354 11.26376
C 15.12654 7.97251 12.43893
C 14.17764 8.98966 12.32090
C 17.78687 13.94452 12.29884
C 17.24348 15.19235 12.73402
C 16.13539 15.89528 12.04705
C 17.69507 15.72820 13.93413
C 18.57371 15.04672 14.78817
C 18.78060 15.63600 16.16683
C 19.18204 13.89631 14.34794
C 18.73593 13.29811 13.10495
C 19.18356 11.88326 12.72632
C 19.33194 12.04676 8.31959
C 18.83981 10.59830 8.49624
C 20.35562 12.23925 7.37660
H 22.11648 12.72834 5.55524
H 22.83489 14.08976 6.41050
H 21.63416 14.27153 5.07821
H 20.78018 15.58007 7.54159
H 19.42829 16.53302 9.00441
H 19.14606 15.60444 10.52542
H 17.82001 15.86669 9.24721
H 14.50907 9.59249 8.95868
H 15.78165 7.54714 9.10574
H 16.13765 6.44715 11.45335
H 15.45522 7.53607 13.38371
H 13.67843 9.43869 13.19074
H 15.23651 15.23798 11.97293
H 16.37688 16.30972 11.06932
H 15.80675 16.78815 12.70253
H 17.39450 16.76238 14.19310
H 19.88565 15.82670 16.36175
H 18.51169 14.84606 16.88887
H 18.12449 16.47064 16.38837
H 19.84724 13.40647 15.02308
H 19.87742 11.50476 13.52096
H 19.71862 11.87827 11.73464
H 18.28860 11.22838 12.68702
H 18.93102 10.08997 7.52820
H 17.80553 10.57027 8.87189
H 19.47210 10.07553 9.31346
H 20.74706 11.31306 6.98363
C 9.73397 17.92124 10.90357
C 10.81438 17.33387 10.05634
C 11.72918 18.10508 9.32138
C 12.72516 17.43563 8.59694
N 13.02053 16.15478 8.90161
C 12.09822 15.48725 9.57590
S 12.63480 13.83164 10.04004
N 10.98396 16.00099 10.10077
H 10.11577 18.27025 11.88324
H 8.83498 17.31286 11.06618
H 9.40400 18.86783 10.49695
H 11.57210 19.14743 9.19668
H 13.40278 17.99795 7.91142
C 8.14961 12.05010 12.87128
C 9.45701 12.77580 12.35684
O 10.14658 11.85779 11.44702
H 7.69918 12.55952 13.76837
H 8.38908 11.03166 13.08672
H 7.44331 11.99371 12.02550
H 10.25863 12.99152 13.09176
H 9.23246 13.74284 11.90899
H 11.15363 11.26017 11.77495
```

## Properties
- charge = 0
- 2S+1 = 6
- energy relative to the best compared isomer or geometry (same formula, charge and spin) (kcal per mole) = 55.3
- orbital gap (spin up / spin down) (eV) = 4.7 / 4.6

Number 2 is which compound? C5H7N

Look up the charge of the second one. 0

What is the formula in the third record? C9H18BBeN2O2